1.
{"formula": "CH5NOS", "method": "ωB97M-V/def2-TZVPD", "symbols": ["S", "O", "N", "C", "H", "H", "H", "H", "H"], "coordinates": [[0.88, -2.22, 1.08], [0.86, 0.35, -1.63], [-0.42, 1.05, 0.02], [-0.26, 0.68, -1.31], [-1.30, 1.24, 0.47], [0.43, 1.12, 0.54], [0.88, -1.68, 2.28], [-0.01, -1.27, 0.61], [-1.06, 0.73, -2.06]]}

***

2.
{"formula": "C6H6O2", "method": "ωB97M-V/def2-TZVPD", "symbols": ["O", "O", "C", "C", "C", "C", "C", "C", "H", "H", "H", "H", "H", "H"], "coordinates": [[2.21, 1.67, -0.56], [-3.40, 1.73, 0.25], [1.48, -0.34, 0.48], [-2.89, 0.68, -0.01], [-2.36, -0.51, -0.39], [2.52, 0.66, -0.01], [-0.94, -0.83, -0.24], [0.09, 0.03, 0.08], [1.63, -0.36, 1.53], [1.87, -1.30, -0.01], [-0.72, -1.84, -0.47], [-3.00, -1.13, -1.00], [3.57, 0.45, 0.15], [-0.06, 1.08, 0.19]]}

***

3.
{"formula": "H16O8", "method": "ωB97M-V/def2-TZVPD", "symbols": ["O", "O", "O", "O", "O", "O", "O", "O", "H", "H", "H", "H", "H", "H", "H", "H", "H", "H", "H", "H", "H", "H", "H", "H"], "coordinates": [[2.53, 3.15, -0.81], [-2.98, -0.82, 1.26], [-0.53, 0.13, -0.47], [-3.18, -1.77, -1.58], [1.56, -1.13, 0.88], [2.24, 1.22, -2.67], [-0.57, -2.10, 2.70], [-0.74, 1.02, 2.25], [-0.01, -0.53, -0.01], [-3.61, -0.38, 0.70], [-0.34, 1.85, 1.99], [-2.78, -2.48, -2.09], [2.09, -1.89, 1.11], [3.07, 1.11, -3.13], [2.97, 3.70, -1.46], [1.57, 1.17, -3.36], [-0.28, 0.36, 1.74], [-2.44, -1.29, -1.20], [-1.25, -1.51, 2.37], [2.19, -0.41, 0.84], [-2.18, -0.30, 1.18], [0.07, 0.53, -1.09], [0.18, -1.95, 2.12], [2.42, 2.31, -1.25]], "spin_multiplicity": 2, "s2": 0.750, "total_charge": -1}

***

4.
{"formula": "C41H55N11O6S3Zr", "method": "ωB97M-V/def2-TZVPD", "symbols": ["Zr", "S", "S", "S", "O", "O", "O", "O", "O", "O", "N", "N", "N", "N", "N", "N", "N", "N", "N", "N", "N", "C", "C", "C", "C", "C", "C", "C", "C", "C", "C", "C", "C", "C", "C", "C", "C", "C", "C", "C", "C", "C", "C", "C", "C", "C", "C", "C", "C", "C", "C", "C", "C", "C", "C", "C", "C", "C", "C", "C", "C", "C", "H", "H", "H", "H", "H", "H", "H", "H", "H", "H", "H", "H", "H", "H", "H", "H", "H", "H", "H", "H", "H", "H", "H", "H", "H", "H", "H", "H", "H", "H", "H", "H", "H", "H", "H", "H", "H", "H", "H", "H", "H", "H", "H", "H", "H", "H", "H", "H", "H", "H", "H", "H", "H", "H", "H"], "coordinates": [[-0.04, 0.62, -0.86], [1.69, -1.98, 1.59], [-2.76, -1.30, -0.02], [-1.27, 1.39, -3.37], [-0.45, 1.35, -4.54], [6.66, 2.67, -2.47], [0.74, 1.59, 0.80], [-0.68, 2.14, -2.18], [0.91, -1.34, -1.34], [-4.38, 3.26, 0.52], [-1.35, -0.03, -2.57], [-2.37, -1.11, -4.39], [2.53, 0.00, 3.15], [3.58, -0.13, 1.14], [6.15, 2.17, -4.63], [-0.60, 1.90, 0.82], [-6.48, 3.76, -4.50], [-1.19, -2.32, -2.72], [-1.28, -0.79, 0.31], [2.02, 1.16, -1.82], [-3.05, 2.93, 0.62], [-4.37, -1.03, 3.68], [-1.56, -3.76, 0.40], [-3.22, 2.21, -5.02], [-0.18, 3.00, 2.91], [2.71, 2.19, -1.29], [-3.54, -1.39, 2.64], [4.18, -0.85, 0.01], [2.53, 0.54, -2.89], [-3.92, -3.76, -0.13], [-1.07, 2.55, 1.80], [-4.83, 3.06, -2.90], [-1.52, -3.46, -3.31], [-1.58, -5.15, 0.44], [-3.80, -0.89, 1.37], [-2.28, -3.49, -4.46], [-2.76, -5.84, 0.21], [3.94, 2.59, -1.78], [-3.25, 3.09, 3.08], [-5.28, 3.20, -4.23], [-2.53, 2.87, 1.78], [5.87, 2.31, -3.31], [7.05, 0.21, 0.26], [5.37, -1.71, 0.44], [1.67, -0.43, 4.25], [2.22, -1.59, 5.07], [6.49, -0.92, 1.12], [-1.65, -1.19, -3.27], [3.33, -1.23, 6.05], [-5.71, 0.30, 2.17], [4.61, -0.69, 5.41], [-3.60, 2.51, -2.64], [2.66, -0.63, 1.98], [-2.80, 2.09, -3.69], [-4.45, 2.76, -5.28], [-2.67, -2.26, -4.98], [-2.73, -3.09, 0.12], [-5.46, -0.19, 3.44], [3.74, 0.90, -3.46], [-4.87, -0.05, 1.11], [4.47, 1.93, -2.88], [-3.93, -5.14, -0.08], [-2.78, 2.51, 3.87], [4.49, 3.39, -1.31], [-5.45, 3.41, -2.09], [-0.74, 3.25, 3.81], [-3.25, 2.44, -1.62], [-3.23, 4.14, 3.38], [0.16, -1.91, -1.72], [4.50, -0.09, -0.71], [-0.64, -3.22, 0.57], [5.76, -2.20, -0.45], [2.55, -2.37, 4.38], [-4.28, 2.75, 3.03], [0.36, 3.89, 2.60], [1.25, -1.75, -0.51], [4.11, 0.65, 1.48], [-4.72, 3.51, 1.39], [7.91, 0.68, 0.74], [-2.71, -2.07, 2.81], [3.25, 0.67, 3.38], [6.13, -0.52, 2.08], [-7.07, 4.10, -3.76], [0.70, -0.69, 3.82], [-2.58, 1.88, -5.82], [-0.90, -1.13, 1.18], [3.42, -1.46, -0.46], [-2.77, -6.92, 0.24], [4.93, -1.32, 4.58], [2.96, -0.51, 6.78], [5.01, -2.50, 1.10], [-0.67, -5.69, 0.67], [4.50, 0.33, 5.05], [3.58, -2.13, 6.62], [-2.55, -4.42, -4.95], [-3.25, -2.19, -5.89], [7.39, -0.17, -0.71], [1.95, -0.28, -3.29], [-5.04, 0.33, 0.12], [-1.15, -4.37, -2.85], [-4.85, -5.68, -0.26], [-6.79, 3.88, -5.45], [-4.19, -1.41, 4.68], [7.29, -1.61, 1.38], [5.42, 2.10, -5.32], [5.42, -0.67, 6.14], [7.06, 2.48, -4.94], [1.52, 0.45, 4.89], [4.11, 0.34, -4.30], [-6.12, 0.08, 4.25], [-4.78, 2.88, -6.31], [6.33, 1.00, 0.06], [0.55, 2.23, 3.13], [1.38, -2.02, 5.63], [-4.84, -3.22, -0.34], [2.27, 2.68, -0.44], [-6.56, 0.94, 1.98]], "total_charge": 2}

***

5.
{"formula": "C3H5NO2", "method": "ωB97M-V/def2-TZVPD", "symbols": ["O", "O", "N", "C", "C", "C", "H", "H", "H", "H", "H"], "coordinates": [[-0.24, 1.31, 0.32], [0.78, -1.06, -0.28], [2.39, 1.05, 0.11], [1.29, 0.55, 0.06], [-1.28, 0.45, 0.19], [-0.57, -1.20, -0.26], [-1.94, 0.64, -0.67], [-0.96, -1.83, 0.55], [3.38, 1.26, 0.09], [-1.82, 0.21, 1.12], [-1.03, -1.38, -1.24]]}

***

6.
{"formula": "C7H6CoO5", "method": "ωB97M-V/def2-TZVPD", "symbols": ["Co", "O", "O", "O", "O", "O", "C", "C", "C", "C", "C", "C", "C", "H", "H", "H", "H", "H", "H"], "coordinates": [[0.12, -0.44, -0.63], [-0.01, 0.33, 1.61], [-1.49, -2.14, 0.86], [0.14, -0.76, -3.38], [2.42, -1.56, 0.46], [-0.78, 4.64, 2.31], [0.17, -0.96, -2.19], [-0.64, 3.77, 1.53], [1.07, -0.70, 3.60], [-0.05, 0.14, 2.75], [-1.15, 0.74, 3.74], [-0.73, -1.75, 0.04], [1.38, -1.38, -0.18], [0.81, -0.48, 4.66], [-1.22, 1.81, 3.55], [2.00, -0.30, 3.36], [0.90, -1.71, 3.41], [-2.10, 0.19, 3.56], [-0.82, 0.54, 4.78]], "spin_multiplicity": 5, "s2": 6.027, "total_charge": 3}

***

The records above yield E values of -569.27402; -382.62704; -611.49169; -3890.40659; -322.39370; -2027.64401 Eh, respectively.